[1]
{
  "formula": "C19H41BF11N3O23PbS6",
  "method": "the ωB97M-V functional and the def2-TZVPD basis",
  "multiplicity": 1,
  "symbols": ["Pb", "B", "F", "F", "F", "F", "C", "F", "F", "F", "S", "O", "O", "N", "S", "O", "O", "C", "F", "F", "F", "O", "S", "O", "O", "C", "C", "C", "H", "H", "H", "H", "H", "H", "H", "H", "O", "S", "O", "O", "C", "C", "C", "H", "H", "H", "H", "H", "H", "H", "H", "O", "S", "O", "O", "C", "C", "C", "H", "H", "H", "H", "H", "H", "H", "H", "O", "S", "O", "O", "C", "C", "C", "H", "H", "H", "H", "H", "H", "H", "H", "C", "N", "O", "O", "H", "H", "H", "C", "N", "O", "O", "H", "H", "H", "C", "C", "O", "C", "O", "O", "F", "H", "H", "H"],
  "coordinates": [[-0.4395, 0.0768, 1.2771], [1.4981, -0.7003, -1.1137], [1.2204, -1.7897, -2.0360], [1.4381, -1.1329, 0.1882], [2.8274, -0.3394, -1.4282], [0.6051, 0.3466, -1.3307], [2.2295, 4.1367, 3.0850], [2.9161, 3.0780, 3.4876], [1.7014, 4.6076, 4.2338], [3.0809, 5.0372, 2.5636], [0.9559, 3.6333, 1.8290], [0.2829, 4.8724, 1.5029], [1.7090, 2.8639, 0.8570], [0.0203, 2.5667, 2.5734], [-1.4184, 2.8171, 3.1817], [-2.2047, 3.9080, 2.6740], [-2.0336, 1.4494, 3.1944], [-1.3386, 3.0303, 5.0834], [-2.4106, 2.6504, 5.6847], [-0.3205, 2.3464, 5.5229], [-1.1747, 4.2826, 5.2770], [3.0480, -0.3521, 4.1411], [2.1274, -1.3179, 3.7624], [0.9730, -0.9085, 3.0475], [2.8682, -2.3400, 2.8453], [2.2503, -3.4121, 2.0824], [3.1919, -3.9127, 0.9796], [1.6770, -2.1817, 5.2216], [1.2577, -3.1025, 1.7714], [2.1584, -4.2630, 2.7595], [4.1230, -4.3473, 1.3959], [3.3961, -3.1569, 0.1514], [2.7755, -4.7351, 0.4860], [2.5805, -2.5192, 5.7566], [0.9078, -2.9222, 4.9420], [1.2405, -1.3607, 5.8427], [-1.7108, -4.0546, 3.2003], [-1.6902, -3.7244, 1.7518], [-1.2492, -2.3566, 1.4670], [-0.7369, -4.7114, 1.0969], [-0.5845, -4.8083, -0.3473], [-1.3407, -6.0255, -0.9313], [-3.2681, -4.0254, 1.0651], [0.4659, -5.0377, -0.3608], [-0.6865, -3.8369, -0.8155], [-0.8141, -6.9866, -0.8052], [-1.4104, -5.8126, -2.0664], [-2.3674, -6.1451, -0.6686], [-3.2433, -3.7127, 0.0014], [-3.9758, -3.3714, 1.6101], [-3.3005, -5.1260, 1.1951], [-1.9598, -0.7609, -0.6378], [-2.7303, -0.9110, -1.8907], [-3.2504, -2.2395, -2.0561], [-3.8735, 0.0567, -1.7113], [-4.9648, 0.2099, -2.6966], [-6.2372, 0.6950, -1.9716], [-1.8372, -0.4518, -3.2801], [-5.0955, -0.8506, -3.0456], [-4.6162, 0.8655, -3.5130], [-6.5494, -0.0677, -1.2784], [-7.0640, 0.7755, -2.6760], [-6.1591, 1.6728, -1.5149], [-2.6403, -0.4786, -4.0771], [-1.1657, -1.2984, -3.5587], [-1.4634, 0.5683, -3.2151], [-2.0260, 2.2161, -0.1251], [-2.1717, 2.9361, -1.3933], [-2.4062, 2.2218, -2.6216], [-3.3243, 4.0234, -1.2835], [-3.5485, 4.6101, 0.0381], [-4.9491, 5.2995, -0.1432], [-0.6781, 3.8743, -1.5855], [-2.7448, 5.2854, 0.2361], [-3.5303, 3.7958, 0.8065], [-4.8614, 6.1116, -0.8293], [-5.2222, 5.6238, 0.8321], [-5.6274, 4.5313, -0.5905], [0.1512, 3.1838, -1.9346], [-0.4330, 4.3106, -0.6051], [-0.9055, 4.6239, -2.3513], [2.0137, -3.5280, -4.2946], [1.2799, -4.3506, -3.2268], [1.8974, -5.0110, -2.4007], [0.0663, -4.2607, -3.2971], [2.8374, -4.0789, -4.7712], [2.3326, -2.5537, -3.8153], [1.2765, -3.2844, -5.0126], [4.5070, 0.7044, 1.0609], [5.6301, 0.0417, 0.4151], [6.0208, 0.4481, -0.6649], [6.1353, -0.8764, 0.9337], [4.8308, 1.6077, 1.5327], [4.0877, 0.0815, 1.8465], [3.7284, 0.9316, 0.2235], [4.5732, 2.0952, -2.6483], [3.9839, 3.3677, -2.0044], [2.6086, 3.1829, -2.3206], [2.5053, 2.4174, -3.4230], [1.4748, 2.2258, -4.0254], [3.6700, 1.8571, -3.7075], [4.4537, 4.5307, -2.5802], [4.6526, 1.2222, -1.9815], [5.5294, 2.2912, -3.1454], [3.9814, 3.3319, -0.9043]],
  "lowdin_charge": [1.787, -1.301, 0.071, 0.076, 0.121, 0.102, -0.649, 0.136, 0.127, 0.141, 0.614, -0.276, -0.294, -0.375, 0.635, -0.273, -0.412, -0.777, 0.206, 0.171, 0.189, -0.219, 0.506, -0.408, -0.232, -0.212, -0.034, -0.097, 0.081, 0.126, 0.096, 0.111, 0.039, 0.092, 0.084, 0.094, -0.294, 0.587, -0.422, -0.251, -0.205, -0.043, -0.101, 0.090, 0.113, 0.088, 0.102, 0.045, 0.068, 0.101, 0.087, -0.426, 0.547, -0.277, -0.269, -0.185, -0.042, -0.110, 0.127, 0.123, 0.076, 0.081, 0.071, 0.101, 0.100, 0.056, -0.360, 0.628, -0.289, -0.258, -0.213, -0.032, -0.089, 0.109, 0.103, 0.064, 0.065, 0.088, 0.081, 0.044, 0.086, 0.061, -0.402, 0.056, 0.039, 0.099, 0.111, 0.069, 0.051, -0.459, 0.037, 0.115, 0.099, 0.076, 0.118, -0.058, -0.247, 0.100, -0.571, 0.141, 0.090, 0.065, 0.093, 0.147, 0.160]
}



[2]
{
  "formula": "C19H41N2O6S",
  "method": "the ωB97M-V functional and the def2-TZVPD basis",
  "multiplicity": 1,
  "charge": 1,
  "symbols": ["C", "C", "C", "C", "C", "C", "C", "C", "C", "C", "C", "C", "C", "C", "N", "C", "O", "S", "O", "O", "O", "C", "N", "C", "C", "C", "O", "H", "H", "H", "H", "H", "H", "H", "H", "H", "H", "H", "H", "H", "H", "H", "H", "H", "H", "H", "H", "H", "H", "H", "H", "H", "H", "H", "H", "H", "H", "H", "H", "H", "H", "H", "H", "H", "H", "O", "H", "H", "H"],
  "coordinates": [[4.7010, -2.5180, -0.2401], [4.4016, -1.5243, -1.3757], [4.8932, -0.0803, -1.1266], [3.7838, 1.0018, -1.0487], [3.6681, 1.6583, 0.3354], [2.8194, 2.9389, 0.3661], [1.5389, 2.8896, -0.4844], [0.2897, 3.5830, 0.1215], [-0.8555, 2.6089, 0.4670], [-1.1241, 2.4529, 1.9691], [-1.7224, 1.1073, 2.4297], [-2.6781, 0.4327, 1.4304], [-2.1766, -0.8952, 0.8711], [-0.8044, -0.9019, 0.1628], [0.3227, -0.5851, 1.0285], [1.1629, -1.7216, 1.3976], [-1.9317, -1.7643, 2.0538], [-2.1826, -3.2974, 1.7232], [-3.0957, -3.8105, 2.6734], [-0.9589, -3.9852, 1.4672], [-2.8595, -3.0783, 0.2868], [-3.3121, -1.7056, 0.2501], [-3.9617, -1.3309, -0.9618], [-3.1780, -0.5613, -1.9244], [-5.3034, -0.8648, -0.7513], [-5.6332, 0.5702, -1.0448], [-6.1109, -1.6265, -0.3204], [5.0986, -2.0162, 0.6396], [5.4455, -3.2475, -0.5507], [3.8268, -3.0804, 0.0786], [3.3331, -1.5206, -1.6250], [4.9179, -1.8939, -2.2634], [5.4406, -0.0616, -0.1872], [5.5549, 0.2029, -1.9416], [3.9549, 1.7821, -1.7894], [2.8293, 0.5145, -1.2680], [4.6807, 1.9285, 0.6399], [3.3030, 0.9311, 1.0655], [2.5218, 3.1375, 1.3961], [3.4224, 3.7892, 0.0493], [1.2723, 1.8486, -0.6690], [1.7155, 3.3432, -1.4588], [-0.0710, 4.2896, -0.6255], [0.5383, 4.1811, 0.9974], [-1.7676, 3.0196, 0.0243], [-0.6705, 1.6621, -0.0274], [-0.1758, 2.5569, 2.5027], [-1.7296, 3.2951, 2.3027], [-0.9184, 0.4381, 2.7016], [-2.2721, 1.3049, 3.3495], [-2.9375, 1.1316, 0.6350], [-3.6165, 0.2008, 1.9365], [-0.6693, -1.9166, -0.2469], [-0.8429, -0.2193, -0.6869], [0.9212, 0.0516, 0.5168], [1.5208, -2.2919, 0.5309], [2.0433, -1.3263, 1.9041], [0.6563, -2.3715, 2.0979], [-4.0920, -1.6678, 1.0167], [-2.2486, -1.0970, -2.1143], [-2.9666, 0.4675, -1.6251], [-3.7048, -0.5277, -2.8759], [-6.7076, 0.6806, -0.9581], [-5.3359, 0.8483, -2.0534], [-5.1168, 1.2089, -0.3299], [0.8235, -2.0468, -2.5266], [1.7001, -2.1494, -2.9554], [0.4011, -2.9105, -2.3239], [0.2293, -1.4613, -3.0383]],
  "lowdin_charge": [-0.091, -0.247, -0.182, -0.207, -0.205, -0.189, -0.197, -0.177, -0.208, -0.176, -0.160, -0.086, -0.333, -0.171, -0.066, -0.090, -0.148, 0.612, -0.180, -0.237, -0.124, -0.291, -0.012, -0.051, -0.464, 0.022, 0.151, 0.073, 0.074, 0.052, 0.050, 0.099, 0.101, 0.107, 0.116, 0.072, 0.113, 0.105, 0.106, 0.115, 0.066, 0.109, 0.103, 0.109, 0.107, 0.061, 0.110, 0.115, 0.093, 0.117, 0.104, 0.135, 0.100, 0.094, 0.077, 0.063, 0.087, 0.069, 0.160, 0.067, 0.090, 0.101, 0.098, 0.081, 0.087, 0.330, 0.189, 0.206, 0.194]
}



[3]
{
  "formula": "C19H42AsF9N6O9STl",
  "method": "the ωB97M-V functional and the def2-TZVPD basis",
  "multiplicity": 1,
  "charge": 1,
  "symbols": ["Tl", "As", "F", "F", "F", "F", "F", "F", "C", "F", "F", "F", "S", "O", "O", "O", "C", "C", "O", "N", "C", "H", "H", "H", "H", "H", "H", "H", "C", "C", "O", "N", "C", "H", "H", "H", "H", "H", "H", "H", "C", "C", "O", "N", "C", "H", "H", "H", "H", "H", "H", "H", "C", "C", "O", "N", "C", "H", "H", "H", "H", "H", "H", "H", "C", "C", "O", "N", "C", "H", "H", "H", "H", "H", "H", "H", "C", "C", "O", "N", "C", "H", "H", "H", "H", "H", "H", "H"],
  "coordinates": [[0.2999, 0.7673, -0.1741], [2.8293, 2.3600, 2.6670], [1.8481, 2.6918, 1.1869], [1.4349, 2.8775, 3.6234], [3.7008, 1.8885, 4.1754], [4.3290, 1.9092, 1.7521], [3.4767, 4.0221, 2.7459], [2.1664, 0.6874, 2.4877], [-4.3075, -2.0027, 0.6831], [-4.2883, -1.4962, 1.9161], [-5.0205, -3.1280, 0.7766], [-4.8614, -1.0750, -0.1471], [-2.5239, -2.3925, 0.0673], [-1.8603, -1.0974, -0.0475], [-1.9197, -3.2707, 1.0849], [-2.7051, -3.0982, -1.1634], [-0.2661, 0.0007, 4.9673], [-0.6619, -0.6778, 3.6401], [-0.3615, -0.1890, 2.5505], [-1.4927, -1.7345, 3.6670], [-2.4131, -2.2041, 4.6970], [-1.0416, 0.5958, 5.4496], [0.5726, 0.6774, 4.8040], [-0.0040, -0.7214, 5.7407], [-1.6262, -2.0174, 2.7067], [-3.3930, -2.2031, 4.2196], [-2.5187, -1.4981, 5.5208], [-2.1492, -3.2080, 5.0297], [-4.1351, 1.7245, 2.0709], [-2.7824, 2.3991, 1.8388], [-2.1206, 1.9946, 0.8601], [-2.5498, 3.4035, 2.7002], [-1.3576, 4.2538, 2.5689], [-4.3033, 0.8850, 1.3963], [-4.9504, 2.4378, 1.9498], [-4.2086, 1.3972, 3.1080], [-3.3271, 3.7741, 3.2279], [-1.4519, 5.1645, 1.9773], [-0.4690, 3.6814, 2.3029], [-1.1319, 4.6221, 3.5697], [-3.3227, -0.3539, -3.4578], [-2.9139, 0.8724, -2.7092], [-1.8125, 0.8399, -2.1803], [-3.8157, 1.8167, -2.6197], [-3.6460, 3.0551, -1.8811], [-2.7755, -1.2546, -3.1798], [-3.0764, -0.1969, -4.5079], [-4.3617, -0.5974, -3.2358], [-4.7194, 1.6231, -3.0271], [-4.0460, 2.9016, -0.8789], [-4.2081, 3.9010, -2.2770], [-2.6119, 3.3825, -1.7740], [5.3580, 0.5246, -1.3498], [4.0493, 1.2225, -1.5332], [3.0967, 0.9240, -0.7906], [3.9420, 2.1679, -2.4411], [5.0138, 2.6805, -3.3044], [6.0935, 1.2686, -1.0438], [5.7570, 0.0575, -2.2502], [5.2929, -0.1768, -0.5180], [3.0514, 2.6437, -2.4162], [5.6823, 3.3854, -2.8102], [4.6377, 3.0202, -4.2694], [5.6372, 1.8329, -3.5893], [-0.0469, -3.0734, -3.5893], [0.6244, -1.7805, -3.4244], [0.5882, -1.2533, -2.2837], [1.0932, -1.2066, -4.5617], [1.6431, 0.1547, -4.6819], [-0.6961, -3.0467, -4.4645], [-0.6703, -3.2287, -2.7087], [0.6510, -3.9074, -3.6625], [1.0368, -1.7479, -5.4126], [2.5936, 0.1333, -4.1490], [1.0054, 0.8779, -4.1736], [1.7478, 0.4814, -5.7165], [3.8378, -2.2510, 1.1810], [2.4911, -2.6385, 0.6092], [1.6014, -1.8260, 0.4667], [2.4383, -3.8915, 0.1118], [1.2060, -4.4699, -0.4268], [4.0770, -1.2057, 0.9851], [4.5797, -2.9192, 0.7437], [3.8068, -2.5465, 2.2297], [3.0360, -4.6058, 0.5024], [1.2850, -5.5070, -0.7527], [0.9153, -3.8543, -1.2781], [0.3979, -4.4288, 0.3036]],
  "lowdin_charge": [1.357, 0.922, -0.354, -0.268, -0.281, -0.285, -0.267, -0.303, -0.599, 0.116, 0.151, 0.106, 0.508, -0.333, -0.305, -0.265, 0.031, -0.451, 0.024, 0.075, -0.022, 0.086, 0.069, 0.087, 0.087, 0.082, 0.090, 0.099, 0.017, -0.484, -0.031, 0.048, -0.037, 0.062, 0.089, 0.090, 0.149, 0.091, 0.063, 0.090, 0.029, -0.552, -0.016, 0.054, -0.036, 0.074, 0.097, 0.094, 0.154, 0.075, 0.091, 0.092, 0.031, -0.522, -0.043, 0.045, -0.039, 0.106, 0.093, 0.077, 0.152, 0.097, 0.091, 0.078, 0.000, -0.493, -0.022, 0.033, -0.038, 0.098, 0.071, 0.100, 0.141, 0.075, 0.082, 0.092, 0.033, -0.504, 0.052, 0.043, -0.028, 0.070, 0.084, 0.100, 0.144, 0.097, 0.058, 0.085]
}



Going through the records in order, we get LUMO level values of 0.1 -5.2 -8.5 eV.